This record from the OMol25 dataset describes 2 unconnected molecules or ions with the total composition C4H7BO2 at a distorted geometry. The level of theory is ωB97M-V with the def2-TZVPD basis set.

The geometry in XYZ format:
```
14
C4H7BO2 (ωB97M-V with the def2-TZVPD basis set)
C 1.836 -0.185 0.574
B -0.762 1.170 0.023
H -1.725 -0.038 -1.623
H 2.805 1.644 0.749
C 2.717 0.833 0.101
O 3.326 0.762 -0.930
C -1.714 0.193 -0.571
C 1.633 -1.292 -0.108
O 0.089 1.878 0.449
H 2.064 -1.310 -1.114
H 1.053 -2.082 0.190
H 1.434 0.020 1.610
H -2.719 0.514 -0.526
H -1.681 -0.794 -0.235
```

Summary:
- Energy above the lowest of the compared OMol25 structures with the same formula, charge and spin: 1.921 eV
- Electronic energy: -9032.392 eV
- SMILES: C=CC=O.CB=O
- HOMO: -9.737 eV